No. 1
C21H29N6OPdS | wB97M-V/def2-TZVPD

## Properties
Largest force on an atom (Eh/bohr): 0.0036
Energy (Eh): -1746.4716
Highest occupied orbital energy (spin up / spin down) (eV): -16.433 / -17.106
Charge: +3
ΔE to the lowest compared entry with this formula, charge and spin (kcal per mole): 0.0
Frontier orbital gap (spin up / spin down) (eV): 7.0 / 4.6
Multiplicity: 5

Each line ends with the Löwdin spin population.
Positions of all 59 atoms, in Å:
Pd 0.62972 -0.10087 0.36716  1.35
N -2.79767 2.68645 0.37935  0.03
C -3.61627 1.67373 0.06964  0.23
C -2.79361 0.53572 -0.06851  0.13
N -1.52934 0.86947 0.15277  0.09
C -1.52022 2.19745 0.42919  0.06
C -0.30954 2.84765 0.69774  0.05
N 0.84228 2.13754 0.70469  0.14
C 1.82900 2.98687 0.95965  0.13
C 1.29534 4.27950 1.12122  0.22
N -0.03020 4.16096 0.95543  0.03
H -3.10193 3.63790 0.54328  0.00
H -4.68422 1.79008 -0.03580  0.01
H -3.10920 -0.46182 -0.32751  0.00
H 2.86385 2.69048 1.02755  0.00
H 1.77865 5.22119 1.33210  0.01
H -0.68352 4.93235 1.00720  0.00
S 2.72510 -0.09583 -0.61249  0.27
C 3.50792 -1.63413 -0.84227  0.04
N 3.84683 -2.48398 0.11108  0.01
C 4.64418 -3.60885 -0.41612  0.00
C 4.68985 -3.30274 -1.93103  0.00
N 3.93490 -2.04141 -2.01834  0.02
H 3.71918 -2.28625 1.08949  0.00
H 4.15402 -4.55442 -0.19616  0.00
H 5.63431 -3.60663 0.03433  0.00
H 4.20361 -4.07152 -2.52727  0.00
H 5.70405 -3.15712 -2.29585  0.00
H 3.76409 -1.53633 -2.87387  0.00
C -0.14823 1.57778 4.66716  0.01
C 1.00567 0.60098 4.91804  0.01
C 2.27338 1.00676 4.15671  0.01
C 0.63615 -0.84211 4.66571  0.15
C 0.70734 -1.76691 5.67574  0.01
C 0.40627 -3.11003 5.44106  0.25
C 0.01919 -3.55000 4.16251  0.03
C -0.07248 -2.69154 3.10112  0.11
C -0.62356 -3.20553 1.78695  0.01
C 0.28063 -3.02053 0.56913  0.06
C -2.02824 -2.65553 1.53175  0.01
C 0.24895 -1.29446 3.33142  0.17
O 0.19502 -0.40764 2.42003  0.33
H 0.14793 2.57636 4.99104  0.00
H -1.03656 1.29898 5.23416  0.00
H -0.41208 1.61220 3.60857  0.00
H 1.24284 0.65809 5.98266  0.00
H 2.09933 1.00830 3.07864  0.00
H 3.09999 0.32837 4.37085  0.00
H 2.58391 2.00551 4.46593  0.00
H 1.00420 -1.45594 6.66919  0.00
H 0.45959 -3.82291 6.25333  0.01
H -0.23460 -4.59435 4.02883  0.00
H -0.71653 -4.28602 1.91866  0.00
H 0.15590 -2.01072 0.10812  0.02
H -0.00804 -3.69411 -0.23790  0.00
H 1.33430 -3.17373 0.79457  0.00
H -1.99828 -1.56575 1.47200  0.00
H -2.70750 -2.92560 2.33916  0.00
H -2.43376 -3.05804 0.60179  0.00



No. 2
C21H26N2O2 | wB97M-V/def2-TZVPD

## Properties
Largest force on an atom (Eh/bohr): 0.0110
Energy (Eh): -1075.8129
Highest occupied orbital energy (eV): -8.107
SMILES: COc1ccccc1CC(=O)N1CCN(CCc2ccccc2)CC1
ΔE to the lowest compared entry with this formula, charge and spin (kcal per mole): 47.0
Frontier orbital gap (eV): 8.9
Multiplicity: 1

Each line ends with the natural charge from an NBO analysis.
Positions of all 51 atoms, in Å:
C -1.35962 -0.51872 2.64526  -0.24
H -2.37965 -0.19869 2.88000  0.19
O -1.07651 -0.32750 1.27567  -0.56
C -1.71931 -1.19704 0.41451  0.35
C -1.23350 -2.48926 0.25533  -0.26
C -1.80908 -3.34776 -0.66132  -0.21
C -2.87872 -2.91746 -1.42718  -0.22
C -3.36760 -1.63487 -1.26466  -0.20
C -2.80542 -0.75765 -0.34371  -0.08
C -3.41087 0.60592 -0.14968  -0.53
C -2.50119 1.67290 0.45137  0.73
O -2.75875 2.16594 1.53556  -0.65
N -1.50284 2.13754 -0.33086  -0.45
C -0.99893 1.54392 -1.54443  -0.21
H -1.62499 0.71436 -1.86546  0.22
C 0.43703 1.04882 -1.32606  -0.24
N 1.24981 2.17829 -0.92475  -0.46
C 2.67926 2.01206 -1.02915  -0.19
H 3.11497 3.01824 -1.04708  0.20
C 3.39979 1.22105 0.08625  -0.47
C 2.97918 -0.21373 0.21734  0.07
C 2.44228 -0.68945 1.40725  -0.23
C 2.10630 -2.02335 1.54998  -0.21
C 2.29040 -2.90263 0.49663  -0.23
C 2.81424 -2.43810 -0.69784  -0.19
C 3.16381 -1.10742 -0.83220  -0.25
H 3.59423 -0.75860 -1.76033  0.21
H 2.96237 -3.11938 -1.52330  0.21
H 2.03428 -3.94688 0.60573  0.21
H 1.70661 -2.37691 2.49026  0.21
H 2.29644 -0.01082 2.23616  0.21
H 3.25186 1.73355 1.03835  0.21
H 4.46846 1.25425 -0.14557  0.22
H 2.88118 1.54449 -1.99572  0.19
C 0.77622 2.69751 0.34309  -0.23
C -0.65301 3.20316 0.15679  -0.23
H -1.06769 3.55478 1.10227  0.25
H -0.65842 4.01627 -0.57768  0.19
H 1.41904 3.52444 0.65228  0.20
H 0.77209 1.92432 1.12758  0.18
H 0.82457 0.64172 -2.26249  0.20
H 0.42576 0.24891 -0.57056  0.19
H -0.98869 2.31465 -2.32549  0.19
H -4.25313 0.51112 0.54421  0.25
H -3.80825 0.97483 -1.09886  0.23
H -4.20832 -1.30228 -1.85732  0.21
H -3.33314 -3.57993 -2.14852  0.21
H -1.42021 -4.34783 -0.77998  0.21
H -0.38784 -2.80223 0.84771  0.23
H -1.22635 -1.56459 2.94037  0.17
H -0.65818 0.11007 3.19022  0.19



No. 3
C7H35NO10 | wB97M-V/def2-TZVPD

## Properties
Largest force on an atom (Eh/bohr): 0.0467
Energy (Eh): -1094.7868
Highest occupied orbital energy (eV): -9.263
SMILES: C=CCCNCCC.O.O.O.O.O.O.O.O.O.O
ΔE to the lowest compared entry with this formula, charge and spin (kcal per mole): 23.4
Frontier orbital gap (eV): 9.4
Multiplicity: 1

Each line ends with the natural charge from an NBO analysis.
Positions of all 53 atoms, in Å:
C -0.30211 1.93532 1.03106  -0.24
N 0.46381 0.70559 1.07434  -0.65
C 0.98954 0.37444 -0.32439  -0.24
C 1.57175 -1.02863 -0.22089  -0.46
C 2.53114 -1.24299 0.95594  -0.22
C 3.37663 -2.25850 0.87841  -0.39
C -1.63764 2.00949 0.21959  -0.43
C -1.39992 2.79897 -1.08683  -0.62
H -0.40498 2.24297 2.08918  0.20
H 0.23070 2.82527 0.67700  0.20
H -0.16357 -0.07869 1.23998  0.35
H 1.73168 1.17168 -0.43034  0.20
H 0.19843 0.48888 -1.06349  0.20
H 0.72953 -1.71011 -0.22965  0.20
H 2.13184 -1.34344 -1.10810  0.24
H 2.53176 -0.47417 1.70115  0.24
H 3.36739 -2.97853 0.06286  0.19
H 4.10113 -2.52550 1.63439  0.20
H -2.16170 1.06649 0.01068  0.20
H -2.34612 2.51995 0.87052  0.21
H -0.82806 2.30267 -1.86031  0.23
H -2.41050 3.11050 -1.39470  0.21
H -0.93901 3.74814 -0.81610  0.19
H 5.06517 0.29626 0.92473  0.47
H 3.71898 0.31017 0.24594  0.48
O 4.54159 0.81756 0.31154  -0.95
H 0.45175 1.56228 -3.52408  0.47
H -0.47886 0.90979 -4.45507  0.47
O -0.39764 1.10361 -3.51399  -0.93
H 0.23912 -4.17611 1.22152  0.48
H -0.55894 -3.26595 0.21099  0.49
O -0.37735 -3.44648 1.13686  -0.96
H -3.01558 -1.71028 2.30411  0.48
H -2.69849 -0.27036 2.45507  0.47
O -3.45563 -0.86562 2.42244  -0.95
H -4.17163 -1.34867 -2.51153  0.48
H -4.27581 0.06752 -2.63022  0.49
O -3.66535 -0.63014 -2.90032  -0.94
H -0.78231 -1.74118 4.18162  0.48
H -0.00151 -1.97064 2.88666  0.49
O -0.59790 -1.38733 3.30940  -0.96
H -1.37987 -1.38679 -0.56487  0.47
H -2.49857 -1.33737 -1.73820  0.51
O -2.11890 -1.82288 -0.98982  -1.00
H -4.89346 0.13772 0.14627  0.48
H -3.78707 -0.84547 -0.07224  0.50
O -4.59626 -0.50348 -0.48051  -0.98
H 1.91812 1.42474 2.14941  0.49
H 3.09794 2.28718 1.63105  0.47
O 2.75126 1.84869 2.41199  -0.98
H 4.14288 0.50194 -2.45511  0.48
H 3.25018 1.05534 -3.46589  0.46
O 3.21242 0.72611 -2.55805  -0.94



No. 4
C20H21F4GdN7O4S | wB97M-V/def2-TZVPD

## Properties
Largest force on an atom (Eh/bohr): 0.0468
Energy (Eh): -3022.1682
Highest occupied orbital energy (spin up / spin down) (eV): -11.508 / -11.210
Charge: +1
ΔE to the lowest compared entry with this formula, charge and spin (kcal per mole): 4.4
Frontier orbital gap (spin up / spin down) (eV): 7.7 / 6.2
Multiplicity: 8

Each line ends with the Löwdin spin population.
Positions of all 58 atoms, in Å:
Gd -0.50725 -1.13065 -0.51284  6.81
O -2.23870 -2.25121 3.49040  0.00
C -1.37388 -1.96565 2.53876  0.00
O -1.56871 -2.33457 1.38231  -0.01
C -0.13731 -1.17452 2.80721  0.00
C 0.23084 -0.64754 4.06421  0.00
C 1.40758 0.12286 4.16256  0.00
C 2.10822 0.42509 3.00078  0.00
C 1.60486 -0.11959 1.80052  0.00
N 0.57296 -0.93023 1.69126  0.00
C 2.25883 0.32438 0.46661  0.00
O 3.21573 1.09574 0.46631  0.00
O 1.60445 -0.16323 -0.54375  0.00
H -1.97643 -1.86783 4.37949  0.00
H -0.39120 -0.81902 4.95134  0.00
H 1.77660 0.51667 5.10881  0.00
H 2.95082 1.07954 2.93311  0.00
C -3.39465 -2.24102 -1.35271  0.00
N -3.04193 -0.97730 -0.69530  0.00
C -3.91747 -0.78707 0.50538  0.00
C -3.12418 0.19528 -1.54925  0.00
C -2.54222 1.35230 -0.74778  0.01
N -1.26952 0.97515 -0.12387  0.14
C -0.38571 2.01062 0.25629  0.01
C -0.35474 2.41475 1.57970  0.01
F -1.16101 1.82436 2.42897  0.00
C 0.52383 3.34096 2.07212  0.00
F 0.47705 3.64689 3.40406  0.00
C 1.48051 3.85900 1.23058  0.01
C 1.44469 3.53049 -0.12580  0.00
F 2.44786 3.99708 -0.91259  0.00
C 0.51586 2.64677 -0.59905  0.01
F 0.59587 2.30108 -1.91790  0.00
H -4.45101 -2.21756 -1.42238  0.00
H -3.07533 -3.08505 -0.70816  0.00
H -2.98798 -2.22499 -2.36788  0.00
H -4.87718 -0.31460 0.26912  0.00
H -3.38981 -0.19518 1.27322  0.00
H -4.05583 -1.81411 0.92584  0.00
H -4.09021 0.43225 -1.97938  0.00
H -2.43851 0.03515 -2.39429  0.00
H -3.21648 1.83892 -0.03564  0.01
H -2.38047 2.14748 -1.51606  0.00
H 2.27833 4.49988 1.60095  0.00
C 3.73456 0.20942 -3.49809  0.00
C 3.15564 -1.07785 -2.87065  0.00
N 3.91666 -1.97454 -2.35463  0.00
N 3.09535 -2.97226 -1.97452  0.00
C 1.80271 -2.71509 -2.11308  0.00
S 0.46853 -3.62464 -1.73232  -0.01
N 1.81053 -1.51281 -2.76642  0.00
N 0.69160 -0.77482 -2.90315  0.00
H 4.80812 0.28382 -3.22148  0.00
H 3.21419 1.08521 -3.19036  0.00
H 3.59442 0.18185 -4.57516  0.00
H 3.35727 -3.86550 -1.60009  0.00
H 0.85861 0.17514 -2.61299  0.00
H 0.34462 -0.76968 -3.87234  0.00